Record 1
DFT (ωB97M-V/def2-TZVPD) results for a cluster of 3 separate species, C4H14O3 in total at a distorted geometry.

Calculated values
LUMO energy in eV: 0.37
SMILES string: CCCCO.O.O
Highest occupied orbital energy in eV: -10.31
Gap between HOMO and LUMO in eV: 10.68

XYZ file:
```
21
C4H14O3 ωB97M-V/def2-TZVPD
H 0.47 2.20 0.48
C 0.46 0.14 -0.03
H 2.49 0.31 -2.35
H -1.91 -1.96 2.44
H 1.07 -0.74 -0.25
H 3.01 2.06 -0.90
H -4.16 -4.54 2.02
C 1.85 1.18 -2.42
O -4.77 -4.73 2.75
H 1.61 3.01 -1.34
H 0.87 0.73 -2.60
H 1.95 1.39 0.87
H -3.20 -1.26 2.85
H -4.48 -4.09 3.41
C 1.18 1.47 0.10
H -0.17 0.10 -0.93
O 2.24 1.96 -3.57
C 1.95 1.99 -1.15
H -0.16 0.02 0.80
O -2.68 -2.05 3.01
H 2.38 2.83 -3.19
```



Record 2
DFT (ωB97M-V/def2-TZVPD) results for a cluster of 4 separate species, C4H14O3 in total at a distorted geometry.

Calculated values
LUMO energy in eV: 0.70
SMILES string: C/C=C/C.O.O.O
Highest occupied orbital energy in eV: -9.37
Gap between HOMO and LUMO in eV: 10.07

XYZ file:
```
21
C4H14O3 ωB97M-V/def2-TZVPD
H -0.30 2.22 1.10
H -1.48 -1.82 -1.50
H 2.47 -2.27 -0.31
H -1.90 2.35 1.77
H -2.46 1.15 -0.29
H 0.06 0.35 -1.10
H -2.78 -2.17 -0.36
O 1.83 -1.63 0.03
O 0.84 0.30 -1.70
H -0.85 -1.07 0.96
H -2.79 -0.75 -1.43
C -2.18 -1.38 -0.79
H -0.88 1.08 2.36
C -1.48 -0.56 0.25
H 2.51 0.00 0.66
C -1.69 0.76 0.37
C -1.14 1.63 1.46
O 2.44 0.97 0.59
H 1.37 -1.17 -0.68
H 1.52 0.79 -1.18
H 3.16 1.31 1.11
```



Record 3
DFT (ωB97M-V/def2-TZVPD) results for a cluster of 3 separate species, C4H14O4 in total at a distorted geometry.

Calculated values
LUMO energy in eV: 0.42
SMILES string: C[C@H](O)CCO.O.O
Highest occupied orbital energy in eV: -10.24
Gap between HOMO and LUMO in eV: 10.67

XYZ file:
```
22
C4H14O4 ωB97M-V/def2-TZVPD
H -2.06 -1.89 -1.75
H 2.73 -0.91 -0.88
H -1.89 0.13 3.40
O -2.31 -0.82 0.10
H 2.80 0.87 -0.91
H -1.90 -0.24 -1.84
C -1.63 -0.97 -1.09
C -0.10 -1.12 -0.81
O -1.32 0.96 3.55
H 0.20 1.06 0.60
H -0.06 -1.39 0.31
H 0.23 -2.00 -1.33
H 0.50 2.10 -1.33
C 0.82 0.05 -1.28
C 2.17 0.04 -0.61
H 2.13 -0.09 0.53
H -0.93 1.09 2.75
H 1.08 0.17 -2.44
H -1.98 -0.13 0.62
O 0.34 0.71 1.54
O 0.07 1.32 -1.04
H 1.09 1.06 1.93
```



Values for energy above the lowest of the compared OMol25 structures with the same formula, charge and spin, kJ/mol, ordered as above
110.8 49.7 176.4
Values for M, g mol⁻¹, ordered as above
110.153 110.153 126.152
Values for E_tot, eV, ordered as above
-10516.7806 -10517.4137 -12563.2000